Entry 1:
Molecular formula: BrZr
Method: DFT, the ωB97M-V functional and the def2-TZVPD basis

Last column: natural (NBO) charge in e.
Element x y z (Å)
Br 6.533 -20.602 15.393  0.38
Zr 5.302 -20.687 13.078  2.62

Values from the calculation:
Kohn-Sham gap	7.1511	eV
charge	+3
E_tot	-2619.4025	a.u.


Entry 2:
Molecular formula: C11H18N2O2Si2
Method: DFT, the ωB97M-V functional and the def2-TZVPD basis

Last column: natural (NBO) charge in e.
Element x y z (Å)
H -2.958 -0.015 -2.017  0.26
H -3.996 -0.267 -4.831  0.17
C -3.537 0.304 -4.022  0.15
H 0.750 1.550 -0.365  -0.20
H -0.528 -0.798 3.680  0.39
C 2.808 2.233 2.392  -0.22
H -0.500 -1.975 -3.397  -0.22
C -0.447 -1.480 1.867  0.70
C 0.608 1.380 2.885  -0.27
H -3.215 2.007 -3.273  0.32
C 1.466 2.453 2.672  -0.18
H 4.343 0.739 2.140  0.22
O -0.007 0.387 -2.480  -1.23
O -1.650 -1.381 1.757  -0.57
H -0.443 1.547 3.089  0.22
H 2.001 -0.851 0.031  0.25
N -3.676 1.560 -4.068  -0.61
C 1.100 0.078 2.833  0.21
C 1.010 -1.191 -0.267  -0.89
C 3.298 0.931 2.348  -0.20
H -1.323 0.364 -0.278  -0.20
Si 0.048 0.332 -0.819  1.44
H -0.800 -0.076 -4.823  -0.20
N 0.217 -1.043 3.035  -0.68
H 1.159 -1.794 -1.168  0.25
H 3.467 3.070 2.211  0.22
H 1.076 3.461 2.707  0.22
H -0.247 -2.857 0.313  0.24
H 2.816 -1.160 2.569  0.22
H 1.212 -2.674 1.293  0.22
Si -0.956 -0.563 -3.440  1.46
C -2.788 -0.488 -2.986  -0.97
C 2.447 -0.143 2.578  -0.26
C 0.402 -2.134 0.801  -0.50
H -3.182 -1.504 -2.946  0.25

Values from the calculation:
Kohn-Sham gap	10.0196	eV
E_tot	-1269.0014	a.u.


Entry 3:
Molecular formula: C32H91Cl10O32P5
Method: DFT, the ωB97M-V functional and the def2-TZVPD basis

Last column: Mulliken charge in e.
Element x y z (Å)
C 2.423 1.014 -2.236  -0.77
C -2.263 -0.087 3.339  -1.73
H -4.495 -0.895 -2.646  1.07
P -0.017 -3.256 4.522  0.15
O -0.698 -1.870 4.902  -0.07
H 1.852 2.618 1.538  -0.70
H 3.250 -0.896 3.133  0.45
H -2.564 4.721 2.485  0.17
H -1.152 -0.795 6.628  0.31
O 0.677 -0.859 -0.378  0.55
C 1.325 -1.797 2.848  -0.22
H 2.082 5.328 1.180  0.82
H -0.369 -2.307 0.563  0.08
C 2.225 -4.440 5.385  -0.54
H 2.358 -3.356 -4.288  0.37
H 3.144 3.514 2.005  1.11
Cl -4.297 3.357 2.642  -0.14
O -1.277 -1.794 -2.049  -1.14
P -4.691 1.449 -1.803  0.41
C -0.886 5.841 0.141  -0.49
O 0.534 1.170 -1.928  0.17
H 0.035 6.032 2.001  0.49
H -2.997 0.036 -2.867  0.50
H 5.123 -2.986 -0.207  0.37
C -6.363 3.061 -3.086  -0.77
H 1.475 -2.241 0.305  0.09
H -0.694 0.922 -3.603  2.67
H -0.101 3.395 0.406  -1.15
H 1.524 -1.421 -1.209  1.14
H 0.767 4.009 1.275  0.26
H 2.458 -5.651 -0.737  0.38
C -0.481 0.459 -2.640  -1.31
O 4.363 1.348 1.730  -0.79
H -2.052 0.907 -0.925  0.54
H 1.923 -0.251 0.731  0.51
O 0.675 3.558 -0.636  -0.37
O -2.886 -1.922 -3.178  -0.73
H 1.923 5.181 -2.171  0.44
H 1.576 -0.397 2.832  -1.93
H -3.470 -4.078 -2.622  0.31
Cl -1.313 -4.411 1.279  -0.37
H -0.646 2.564 1.902  -1.33
H -6.524 0.817 0.240  0.32
H -0.965 -2.170 1.953  -0.53
H 1.576 3.292 -0.440  0.88
C 0.370 -1.541 0.796  0.67
O 2.958 -4.887 -0.443  -0.35
H 3.120 -4.154 5.939  0.28
H -2.813 -1.010 3.521  0.67
H 0.647 -4.090 -0.135  1.45
C -2.660 -4.492 -2.022  -0.35
O 0.511 -2.730 -3.620  -0.21
C -2.664 3.724 2.058  0.67
C -0.695 5.350 1.565  -0.85
H -1.273 6.858 0.086  0.59
C -6.118 -0.131 -0.113  -0.60
H 1.709 -3.974 2.485  -0.26
Cl -2.773 3.873 0.247  -0.49
C -0.751 2.623 0.819  1.28
H -1.561 5.456 2.219  0.26
H 2.478 -0.079 -4.789  0.09
C -3.426 -0.870 -2.437  -2.03
H 3.161 1.695 3.307  1.23
H 1.728 1.476 -2.936  0.44
H 3.371 1.428 -2.579  0.92
O 1.729 4.917 -3.073  -0.74
P 3.763 -1.246 -2.628  1.37
C 0.448 2.992 3.445  0.55
Cl -1.524 -0.486 -4.159  -0.75
Cl -3.040 0.784 2.053  0.14
H 1.964 1.782 -0.732  -0.81
H 0.251 4.779 -0.892  0.02
H -1.592 -2.513 6.662  0.38
C 2.890 -4.759 0.935  -1.22
O -1.852 -0.808 -0.531  -0.59
P -0.422 -2.990 -2.297  0.36
C -1.839 -2.811 1.840  0.39
O -3.909 1.408 -3.027  -0.87
C 1.347 -3.753 -4.200  -1.19
O 2.490 -0.892 1.166  0.31
O -1.356 -4.354 -2.654  -0.48
O 5.057 -0.489 -2.404  -0.95
C 1.552 -2.417 -0.768  0.36
H 0.253 3.315 4.467  0.70
H -2.265 0.537 4.232  0.81
H -3.417 -2.263 -0.860  -0.52
O 2.410 -0.433 -2.226  0.70
H -0.143 3.560 2.727  0.06
O 0.601 -3.382 -1.121  -0.08
H 1.356 2.412 -2.210  0.85
C 3.123 1.172 2.352  0.32
H -7.438 3.047 -3.261  0.28
O 0.547 -4.108 0.820  -0.78
H -1.347 0.394 -1.981  -0.86
H -2.778 0.236 0.603  -1.16
O 2.392 2.558 -1.100  0.11
H 4.585 0.658 1.100  0.42
C 3.245 3.057 -0.118  -0.94
O 2.115 1.262 0.256  -0.72
H -6.150 4.122 -2.959  0.30
H -0.305 4.872 -2.687  0.32
H 0.209 3.866 -3.986  0.63
Cl 0.274 1.236 3.235  0.12
O -0.975 -4.410 4.484  -0.76
H -2.615 -1.422 5.752  0.30
C -2.691 1.096 -0.062  0.73
O 0.584 -2.947 3.072  0.43
O -0.503 1.269 0.445  -0.27
H 1.416 -4.552 -3.462  0.25
H -0.446 2.585 -2.003  -0.88
H -1.928 -1.866 -3.206  0.72
H 1.883 -5.358 5.862  0.29
H 3.766 3.919 -0.534  0.80
H 2.488 -1.437 -5.917  0.31
H 2.385 1.649 1.707  -1.21
C 3.088 -0.888 -5.192  -0.69
H 1.168 -2.180 1.172  -0.60
H 0.628 -1.303 -3.628  -0.30
O -5.353 0.049 -1.291  -0.26
H 3.918 -0.447 -5.743  0.40
Cl -0.591 -0.469 2.899  1.88
H -2.240 -2.940 2.845  0.65
H -1.938 2.977 2.381  -0.25
H 1.016 -1.433 1.868  -2.16
C 0.106 -0.936 -4.512  2.19
H -1.519 5.166 -0.435  0.17
H 2.223 1.486 -1.274  -0.53
Cl 1.094 0.423 -5.144  -0.52
H -1.283 -1.480 -0.913  -0.86
O 1.578 4.533 0.995  -0.17
H -3.846 -0.625 -0.393  0.04
P 0.831 0.758 -0.349  0.07
H 3.995 2.288 0.072  0.34
H 2.527 -4.691 4.368  0.17
C 0.525 3.081 -1.988  0.74
H 0.983 -4.203 -5.123  0.40
H 4.126 -1.560 0.095  -0.59
O -3.891 1.785 -0.432  0.35
C 2.603 -0.315 2.476  -0.46
H 3.477 -3.078 0.321  -0.32
Cl -3.072 -2.139 0.777  -0.21
C 1.799 -3.786 1.415  0.33
H 0.090 -1.710 -5.279  0.94
H -5.934 2.674 -4.010  0.29
O 3.497 -1.736 -4.117  -0.47
H -6.952 -0.827 -0.199  0.32
H 1.314 -0.974 3.562  1.40
O 1.322 -3.348 5.457  -0.35
O -0.144 4.021 1.576  0.22
Cl 2.132 3.569 3.249  -0.61
O 3.674 -2.616 -1.743  -0.50
H -2.734 -3.908 -1.105  0.21
O -6.021 2.420 -1.857  -0.38
C 2.470 3.429 1.153  -1.73
C -1.583 -1.612 6.049  -0.91
O 0.336 5.687 -0.592  -0.60
H 2.355 -2.061 2.608  0.41
H 2.102 -2.742 1.330  2.20
H -1.762 2.969 0.600  1.22
H 2.524 -2.796 -1.082  -0.55
H -0.253 -0.595 -2.801  -1.85
C 0.511 4.222 -3.000  -1.02
C 4.138 -2.548 -0.365  -0.73
C -3.140 -1.215 -0.977  2.23
H -5.449 -0.522 0.654  0.12
H 2.750 -5.780 1.293  0.39
H -0.048 -0.936 1.601  -0.11
H -2.868 -5.509 -1.689  0.42
H 3.802 -4.378 1.394  0.52
H -2.080 1.730 0.580  -1.36

Values from the calculation:
Kohn-Sham gap	6.7162	eV
E_tot	-9986.0517	a.u.


Entry 4:
Molecular formula: C19H48N2O13P3S2
Method: DFT, the ωB97M-V functional and the def2-TZVPD basis

Last column: Mulliken charge in e.
Element x y z (Å)
C 5.474 -1.791 3.282  -0.17
H 2.208 -3.954 -4.562  0.36
O -1.449 2.820 -0.732  -0.30
O -0.708 1.762 -5.772  -0.83
H 5.909 -1.877 2.287  0.34
H 1.739 -1.883 -1.998  0.26
C -0.252 -0.272 4.145  -0.50
H 0.390 5.592 2.150  0.36
H 2.592 4.501 1.652  0.41
O 2.447 -1.881 5.506  -0.80
P 2.376 -1.749 -4.082  0.06
O 3.635 0.165 4.664  -0.27
O -1.291 0.466 -3.850  -0.43
H -4.177 2.459 4.128  0.38
H 0.997 1.601 -0.591  0.22
C 3.996 0.519 5.995  -0.33
C -4.197 -1.819 -5.592  -1.14
H 0.470 3.949 2.759  0.22
H 0.124 -1.650 2.550  0.38
H 0.514 -2.298 4.135  0.36
H 1.437 1.933 -2.278  0.40
H -1.284 -0.583 4.325  0.41
C -2.877 -1.045 -1.133  -0.61
N 2.758 -3.421 -3.886  -0.66
C -3.648 3.026 3.359  -1.20
H -4.767 -2.076 -0.964  0.43
H 5.884 -0.881 3.725  0.21
C 1.709 4.324 1.035  -0.90
C 5.824 -3.017 4.101  -1.07
S 0.406 -1.904 -5.014  0.98
N 0.151 -0.523 -5.767  -0.51
H 1.754 3.304 0.651  0.13
O 0.678 -2.937 -6.014  -0.79
H -4.193 3.953 3.170  0.31
O -0.597 -2.342 -4.050  -0.55
H -0.734 3.102 -2.619  0.40
H -2.665 3.302 3.743  0.25
S -1.035 0.435 -5.276  1.25
H 5.580 0.251 7.432  0.40
H -0.257 0.594 3.481  -0.06
O 2.136 -1.199 -2.559  -0.28
H 6.139 0.401 5.763  0.25
H -3.241 -0.631 -0.188  0.23
H 5.467 -3.921 3.606  0.31
H 5.391 -1.103 6.306  0.14
H 0.187 0.040 5.095  0.30
C 0.600 1.784 -1.597  -0.65
H -4.727 -2.536 -6.226  0.47
H 0.056 0.893 -1.906  0.05
O 1.896 -0.988 3.283  -0.07
O -0.785 1.928 1.948  -0.27
C -0.319 2.981 -1.619  -0.36
H 0.211 3.907 -1.382  0.26
H 2.422 -3.722 -2.970  0.24
C -3.523 2.219 2.083  -0.10
H -3.037 1.262 2.269  0.17
C -4.517 -1.595 -3.052  -0.66
H -5.597 -1.769 -3.024  0.26
H 5.359 -2.980 5.089  0.32
H 6.904 -3.094 4.230  0.36
H -2.395 0.467 -7.129  0.39
C 5.356 -0.016 6.398  -0.90
C -3.951 -2.018 -1.688  -0.80
C 0.447 4.546 1.844  -0.24
P 3.086 -1.315 4.305  0.70
H -3.516 -3.019 -1.728  0.36
O -2.837 2.961 1.083  -0.36
H -4.517 2.005 1.684  0.38
H -2.673 -0.228 -1.821  0.07
C -3.990 -2.470 -4.210  -0.43
H -4.871 -0.962 -5.512  0.46
P -1.247 2.772 0.832  0.34
H 3.232 0.196 6.705  0.31
C -2.554 0.040 -6.140  -1.21
H -4.312 -0.550 -3.288  0.42
H -3.364 0.612 -5.693  0.46
C 0.546 -1.397 3.523  -0.45
H 4.012 1.609 6.023  0.36
O 4.064 -1.649 3.084  -0.31
H -2.063 -2.115 -6.020  0.28
O -0.738 4.289 1.098  -0.39
C -2.880 -1.460 -6.307  -0.28
H -3.048 -1.622 -7.374  0.33
H 1.747 5.004 0.183  0.28
H -1.951 -1.562 -0.882  0.28
H -2.952 -2.757 -4.043  0.25
H -4.571 -3.397 -4.169  0.34

Values from the calculation:
Kohn-Sham gap	7.6467	eV
charge	-1
E_tot	-3661.0580	a.u.


Entry 5:
Molecular formula: C21H46CrNOP3Se
Method: DFT, the ωB97M-V functional and the def2-TZVPD basis

Last column: Mulliken charge in e.
Element x y z (Å)
H 2.400 2.497 -5.848  0.41
C -0.504 -0.076 2.160  -1.14
C 2.766 2.930 2.470  -1.32
H 2.280 -1.152 -2.191  0.27
H -4.653 -0.561 -3.136  0.44
H -1.398 -2.947 1.891  0.29
H 2.834 -0.968 3.885  0.20
C 3.777 -0.403 3.898  -0.75
H 2.471 3.147 1.442  0.21
C -3.092 0.427 1.100  -0.83
H 2.318 -3.349 1.210  0.53
C 0.281 1.876 -2.619  0.63
Se -0.209 -0.954 -3.249  -0.20
H -2.999 -2.771 1.148  0.23
H -0.337 1.686 -1.736  -0.23
C 0.482 0.844 -3.547  0.37
H 2.773 2.216 5.347  0.32
H -0.963 0.737 2.739  0.57
Cr -0.887 -1.132 -1.223  -0.30
C -2.242 -2.263 1.752  -1.20
H 0.697 -2.938 1.838  0.34
P -2.988 -1.870 -1.976  1.17
C 1.519 -2.594 1.199  -0.66
C 1.228 1.068 -4.722  -0.64
H 0.391 -3.895 -2.261  0.33
H -2.607 -3.975 -3.080  0.40
H 1.959 3.242 3.148  0.32
C -3.718 -0.320 -2.615  -1.14
C 3.016 1.452 2.590  0.71
H -3.916 0.130 0.442  0.37
C -0.921 3.303 1.086  -0.02
H 4.347 2.737 4.699  0.30
H -4.046 -3.541 -0.583  0.42
H -0.197 -0.870 2.851  0.57
H 4.403 -0.765 3.072  0.26
H -2.346 -2.618 -4.205  0.39
C 0.884 3.118 -2.845  -0.41
H 4.238 1.260 5.699  0.29
H 1.923 -1.648 1.590  -0.22
H 2.084 4.335 -4.184  0.41
H 0.399 0.308 1.671  0.14
H 3.669 3.505 2.711  0.46
H 1.355 0.263 -5.450  0.42
C 1.813 2.321 -4.944  -0.59
H -4.017 -3.118 -3.776  0.45
C 0.908 -3.962 -1.297  -1.32
H -3.436 0.400 2.141  0.52
H -2.868 4.399 1.189  0.31
C 2.484 -1.563 -1.194  -1.02
H -4.562 -1.897 -0.104  0.39
H 4.285 -0.567 4.851  0.34
H 2.804 -0.757 -0.520  0.08
N 3.543 1.018 3.765  0.11
H -2.791 1.453 0.852  -0.23
C -2.144 3.910 0.537  -0.13
C -4.333 -2.550 -0.954  -1.49
H 0.046 3.789 0.841  0.40
C 1.637 3.353 -4.003  -0.65
P -1.692 -0.719 0.955  1.02
H -5.236 -2.650 -1.574  0.51
O 2.761 0.633 1.687  -0.61
C 3.731 1.858 4.936  -0.84
H -0.845 2.231 0.560  -0.38
C -2.989 -2.998 -3.403  -1.19
H -1.001 3.149 2.184  0.36
P 0.978 -2.324 -0.518  1.25
H 3.260 -2.335 -1.264  0.50
H -3.020 0.168 -3.305  0.33
H -2.238 4.000 -0.544  0.30
H 1.931 -4.329 -1.456  0.46
H -2.672 -2.011 2.731  0.46
H -3.927 0.363 -1.783  0.24
H 0.758 3.913 -2.109  0.30
H 0.363 -4.652 -0.643  0.37

Values from the calculation:
Kohn-Sham gap (alpha / beta)	3.1839 / 3.1828	eV
2S+1	4
charge	+3
<S²>	4.16
E_tot	-5426.6651	a.u.


Entry 6:
Molecular formula: C8H16CuO6S
Method: DFT, the ωB97M-V functional and the def2-TZVPD basis

Last column: natural (NBO) charge in e.
Element x y z (Å)
O 0.125 2.893 -3.274  -0.71
H 0.813 -2.242 -0.483  0.18
C -0.301 -0.833 0.735  -0.33
C 0.659 -1.155 -0.416  -0.09
C -2.468 0.036 1.650  -0.68
H -1.366 -2.739 0.940  0.22
H -3.504 -0.282 1.533  0.27
C -1.648 -0.227 0.363  -0.40
H 1.876 1.071 1.022  0.18
C 2.128 0.765 0.004  0.23
C -0.594 -2.146 1.444  -0.01
H -0.819 2.853 -3.099  0.48
Cu 2.078 -2.025 1.372  0.95
C 0.704 1.602 -3.202  -0.09
S -1.842 -0.670 3.188  2.35
O -2.915 -1.152 3.984  -0.87
C 1.830 1.610 -2.189  -0.10
H 0.379 -2.696 1.330  0.07
H 1.123 1.349 -4.181  0.19
H -2.467 1.098 1.905  0.28
H 0.218 -0.201 1.466  0.25
O -0.888 0.271 3.695  -0.92
O 1.302 1.423 -0.855  -0.53
O -0.937 -1.977 2.791  -0.70
H 2.300 2.596 -2.215  0.22
H 0.269 -0.875 -1.396  0.23
H -1.564 0.685 -0.229  0.25
O 1.988 -0.687 -0.125  -0.65
H 2.555 0.818 -2.403  0.18
H 3.187 0.965 -0.183  0.19
H -0.042 0.845 -2.932  0.16
H -2.180 -0.970 -0.239  0.22

Values from the calculation:
Kohn-Sham gap	8.1313	eV
charge	+1
E_tot	-2804.1622	a.u.


Entry 7:
Molecular formula: C8H10N5
Method: DFT, the ωB97M-V functional and the def2-TZVPD basis

Last column: natural (NBO) charge in e.
Element x y z (Å)
H -1.292 -2.656 1.705  0.25
N 1.206 -1.022 -1.089  0.04
H -3.095 -1.934 0.644  0.25
C 3.248 -0.491 -0.086  0.03
C 1.189 2.204 0.128  -0.43
H 4.348 -0.664 -0.060  0.27
N 2.385 -1.160 -0.960  -0.04
C 0.351 -0.152 0.095  0.06
C -1.029 -1.816 1.092  -0.21
H -2.983 1.042 -1.665  0.41
N -3.155 0.300 -1.080  -0.76
H 1.008 -1.556 1.509  0.22
C -0.783 0.419 -0.519  -0.18
C -2.143 -1.274 0.455  -0.12
N 2.653 0.565 0.436  -0.11
H 2.140 2.749 0.607  0.27
C 0.182 -1.250 1.066  -0.08
N 1.393 0.779 0.364  -0.15
H 1.048 2.521 -0.886  0.22
C -2.086 -0.167 -0.390  0.18
H 0.213 2.462 0.688  0.22
H -0.784 1.248 -1.285  0.24
H -4.011 -0.149 -0.771  0.42

Values from the calculation:
Kohn-Sham gap (alpha / beta)	6.4885 / 6.4800	eV
charge	+1
E_tot	-584.1811	a.u.


Which formula does entry 4 have?
C19H48N2O13P3S2


Which of these has the highest E_tot?
C8H10N5